Record 1
4 unconnected molecules or ions with the total composition C3H16N2O2 in a non-equilibrium geometry, computed with the ωB97M-V functional and the def2-TZVPD basis.

The calculation puts the highest occupied orbital energy at -0.6819 Eh. The calculation puts the relative energy (zero: lowest compared OMol25 entry of this formula, charge and spin) at 764.6 kJ/mol. For the LUMO energy, the calculation gives -8.482 eV. The calculation puts the max |F| at 4.2 eV Å⁻¹. As for the spin multiplicity: 1. Its charge is +2.

CARTESIAN COORDINATES (ANGSTROEM)
C  -0.93  0.29  0.64
C  -0.06  0.59  -0.59
C  1.21  1.37  -0.24
N  2.15  0.82  0.92
N  -1.70  -0.96  0.52
H  -0.19  -0.19  1.41
H  -1.40  1.16  1.23
H  0.03  -0.26  -1.21
H  -0.57  1.26  -1.36
H  0.90  2.42  0.06
H  1.86  1.72  -1.10
H  1.91  1.29  1.79
H  3.08  1.05  1.28
H  2.28  0.38  -0.42
H  -1.49  -1.46  1.53
H  -2.77  -0.90  0.17
H  -1.17  -1.66  -0.02
H  -4.47  -0.70  -1.11
H  -4.30  0.60  -0.18
O  -3.89  -0.32  -0.43
H  3.09  -2.04  -1.66
H  3.50  -2.58  -0.51
O  2.93  -1.88  -0.69

Atomic partial charges in e from the Mulliken method, atoms 1 to 8: C -0.609; C -0.579; C -0.782; N -0.544; N -0.426; H 0.370; H 0.376; H 0.502

=====

Record 2
5 unconnected molecules or ions with the total composition C3H16N2O3 in a non-equilibrium geometry, computed with the ωB97M-V functional and the def2-TZVPD basis.

The calculation puts the highest occupied orbital energy at -0.3171 Eh. The calculation puts the relative energy (zero: lowest compared OMol25 entry of this formula, charge and spin) at 776.2 kJ/mol. For the LUMO energy, the calculation gives -4.646 eV. The calculation puts the max |F| at 2.2 eV Å⁻¹. As for the spin multiplicity: 1.

CARTESIAN COORDINATES (ANGSTROEM)
N  1.35  -1.08  0.79
C  1.80  0.20  0.57
C  2.77  0.29  -0.64
C  0.61  1.15  0.24
N  -0.19  0.61  -0.79
H  -1.23  -3.04  -2.06
H  2.01  -1.56  1.42
H  2.34  0.61  1.46
H  3.07  1.33  -0.79
H  3.63  -0.29  -0.43
H  2.28  -0.05  -1.52
H  1.01  2.12  -0.04
H  -0.01  1.28  1.14
H  -0.33  -0.39  -0.58
H  -1.14  1.04  -0.95
H  -1.11  -2.36  -1.78
H  -2.85  2.49  0.26
O  -2.47  1.78  -0.27
H  -0.16  -1.12  1.74
H  -1.67  -1.13  1.57
O  -0.97  -0.95  2.25
H  -3.01  -0.83  -1.18
H  -2.84  0.49  -0.16
O  -2.89  -0.61  -0.26

Atomic partial charges in e from the Mulliken method, atoms 1 to 8: N -0.596; C 0.446; C -1.305; C -0.728; N -0.337; H 0.219; H 0.309; H 0.356

=====

Record 3
4 unconnected molecules or ions with the total composition C3H16N2O3 in a non-equilibrium geometry, computed with the ωB97M-V functional and the def2-TZVPD basis.

The calculation puts the highest occupied orbital energy at -0.3205 Eh. The calculation puts the relative energy (zero: lowest compared OMol25 entry of this formula, charge and spin) at 258.9 kJ/mol. For the LUMO energy, the calculation gives 0.653 eV. The calculation puts the max |F| at 4.3 eV Å⁻¹. As for the spin multiplicity: 1.

CARTESIAN COORDINATES (ANGSTROEM)
N  1.40  -1.65  0.04
C  0.74  -1.53  1.36
C  -0.65  -2.30  1.39
C  -1.92  -1.37  1.01
N  -2.47  -1.46  -0.29
H  0.88  -1.34  -0.71
H  1.53  -2.68  -0.03
H  1.57  -1.98  2.10
H  0.73  -0.38  1.64
H  -0.63  -2.81  2.35
H  -0.69  -3.05  0.63
H  -2.68  -1.18  1.87
H  -1.57  -0.36  1.26
H  -3.45  -1.58  -0.19
H  -2.14  -1.97  -1.07
H  2.17  1.60  0.21
H  3.32  0.82  0.78
O  2.90  1.61  0.91
H  -2.18  5.93  -1.71
H  -0.93  6.14  -2.50
O  -1.77  5.70  -2.48
H  2.26  0.57  -2.24
H  1.89  2.01  -2.43
O  1.68  1.28  -1.90

Atomic partial charges in e from the Mulliken method, atoms 1 to 8: N -0.596; C -0.437; C -0.637; C -0.366; N -0.484; H 0.228; H 0.234; H 0.276

=====

Record 4
4 unconnected molecules or ions with the total composition C3H16N2O3 in a non-equilibrium geometry, computed with the ωB97M-V functional and the def2-TZVPD basis.

The calculation puts the highest occupied orbital energy (spin up / spin down) at -0.4901 / -0.4817 Eh. The calculation puts the relative energy (zero: lowest compared OMol25 entry of this formula, charge and spin) at 123.6 kJ/mol. For the LUMO energy (spin up / spin down), the calculation gives -3.589 / -8.905 eV. The calculation puts the max |F| at 2.3 eV Å⁻¹. As for the spin multiplicity: 2. Its charge is +1.

CARTESIAN COORDINATES (ANGSTROEM)
N  -0.68  2.15  -0.25
C  -0.91  1.06  -1.12
C  0.32  0.24  -1.45
C  1.64  0.64  -0.81
N  2.81  0.07  -1.46
H  -1.45  2.80  -0.07
H  0.21  2.64  -0.41
H  -1.62  0.39  -0.58
H  -1.53  1.31  -2.00
H  0.46  0.15  -2.53
H  0.12  -0.76  -1.06
H  1.84  1.73  -0.89
H  1.71  0.40  0.25
H  2.64  -0.18  -2.42
H  3.17  -0.75  -0.98
H  -1.78  0.11  1.33
H  -2.74  -1.08  1.56
O  -1.87  -0.73  1.78
H  0.94  -0.65  3.58
H  0.13  -0.16  2.48
O  0.59  0.19  3.25
H  -1.41  -3.02  1.34
H  -0.90  -3.46  0.01
O  -1.70  -3.12  0.43

Atomic partial charges in e from the Mulliken method, atoms 1 to 8: N -0.081; C -0.331; C -0.293; C -0.429; N -0.631; H 0.319; H 0.245; H 0.171

=====

Record 5
A molecular structure, C3H16O7V in a non-equilibrium geometry, computed with the ωB97M-V functional and the def2-TZVPD basis.

The calculation puts the highest occupied orbital energy at -0.4953 Eh. For the LUMO energy, the calculation gives -4.036 eV. The calculation puts the max |F| at 2.6 eV Å⁻¹. As for the spin multiplicity: 1. Its charge is +1.

CARTESIAN COORDINATES (ANGSTROEM)
O  -9.24  -14.60  -9.16
V  -9.05  -14.11  -7.64
O  -9.85  -15.13  -6.74
O  -10.85  -12.74  -7.49
H  -11.75  -13.07  -7.46
H  -10.92  -11.77  -7.49
O  -7.81  -12.40  -8.30
H  -7.79  -11.49  -7.98
H  -7.21  -12.42  -9.07
O  -7.09  -15.27  -7.27
H  -6.49  -15.09  -6.53
H  -6.65  -15.99  -7.80
O  -8.51  -12.84  -5.67
H  -8.86  -11.98  -5.40
H  -7.99  -13.14  -4.91
C  -5.73  -18.92  -10.49
C  -6.13  -17.49  -10.16
C  -7.34  -17.03  -10.95
O  -6.38  -17.40  -8.73
H  -6.57  -19.62  -10.51
H  -4.96  -19.22  -9.77
H  -5.25  -19.04  -11.46
H  -5.28  -16.83  -10.34
H  -7.62  -15.99  -10.73
H  -8.21  -17.64  -10.75
H  -7.06  -17.06  -12.01
H  -7.02  -18.10  -8.54

Atomic partial charges in e from the Mulliken method, atoms 1 to 8: O -0.535; V 1.208; O -0.399; O -0.412; H 0.286; H 0.303; O -0.396; H 0.296

=====

Record 6
A molecular structure, C3H17AgN4O9 in a non-equilibrium geometry, computed with the ωB97M-V functional and the def2-TZVPD basis.

The calculation puts the highest occupied orbital energy (spin up / spin down) at -0.4586 / -0.4390 Eh. The calculation puts the relative energy (zero: lowest compared OMol25 entry of this formula, charge and spin) at 236.4 kJ/mol. For the LUMO energy (spin up / spin down), the calculation gives -2.989 / -6.305 eV. The calculation puts the max |F| at 7.2 eV Å⁻¹. As for the spin multiplicity: 2. Its charge is +1.

CARTESIAN COORDINATES (ANGSTROEM)
Ag  0.61  -1.43  0.14
O  3.02  2.19  -0.91
C  2.08  1.24  -1.29
O  1.68  0.44  -0.46
O  1.63  1.12  -2.39
H  2.75  1.97  -0.02
O  0.81  -1.62  -2.18
H  1.09  -0.75  -2.44
H  0.91  -2.15  -2.97
O  -1.00  -2.84  0.56
H  -1.44  -2.62  1.38
H  -1.48  -3.59  0.22
O  2.22  -3.08  -0.18
H  2.45  -3.42  0.69
H  3.06  -3.01  -0.64
O  1.70  -1.50  2.12
H  1.59  -1.01  2.94
H  2.18  -2.29  2.38
C  -1.89  0.67  -1.58
O  -1.30  -0.25  -1.07
N  -3.15  0.75  -1.75
N  -1.25  1.64  -2.15
H  -3.62  0.27  -1.00
H  -3.36  1.68  -2.09
H  -0.27  1.75  -1.96
H  -1.83  2.47  -2.17
C  -0.67  1.25  1.88
O  -0.17  0.18  1.62
N  -2.00  1.44  1.99
N  -0.03  2.33  2.24
H  -2.32  2.17  2.61
H  -2.45  0.54  1.88
H  0.97  2.31  2.10
H  -0.54  3.16  2.49

Atomic partial charges in e from the Mulliken method, atoms 1 to 8: Ag 1.116; O -0.495; C 0.641; O -0.448; O -0.747; H 0.295; O -0.493; H 0.342

=====

Record 7
4 unconnected molecules or ions with the total composition C3H17N2O3 in a non-equilibrium geometry, computed with the ωB97M-V functional and the def2-TZVPD basis.

The calculation puts the highest occupied orbital energy (spin up / spin down) at -0.1060 / -0.3314 Eh. The calculation puts the relative energy (zero: lowest compared OMol25 entry of this formula, charge and spin) at 171.2 kJ/mol. For the LUMO energy (spin up / spin down), the calculation gives 0.618 / 0.455 eV. The calculation puts the max |F| at 2.6 eV Å⁻¹. As for the spin multiplicity: 2.

CARTESIAN COORDINATES (ANGSTROEM)
N  0.55  0.75  1.32
C  -0.11  -0.62  0.99
C  -0.29  -0.80  -0.47
N  0.94  -0.48  -1.16
C  1.17  -1.24  -2.40
H  0.39  1.55  0.65
H  0.44  1.10  2.29
H  1.57  0.49  1.14
H  0.66  -1.25  1.47
H  -0.92  -0.83  1.67
H  -0.65  -1.80  -0.75
H  -1.15  -0.20  -0.85
H  1.03  0.50  -1.41
H  0.19  -1.26  -2.90
H  1.61  -2.20  -2.11
H  1.88  -0.90  -3.17
H  3.66  -0.75  -0.23
H  2.40  -1.61  0.26
O  3.06  -0.96  0.49
H  -2.41  3.74  -1.04
H  -2.67  3.58  0.31
O  -2.61  2.98  -0.47
H  -2.95  -0.71  1.92
H  -3.17  0.73  2.53
O  -2.64  0.20  1.93

Atomic partial charges in e from the Mulliken method, atoms 1 to 8: N -2.310; C -1.637; C -0.439; N -0.306; C -1.101; H 0.632; H 1.130; H 0.565

=====

Record 8
4 unconnected molecules or ions with the total composition C3H17N2O3 in a non-equilibrium geometry, computed with the ωB97M-V functional and the def2-TZVPD basis.

The calculation puts the highest occupied orbital energy at -0.4860 Eh. The calculation puts the relative energy (zero: lowest compared OMol25 entry of this formula, charge and spin) at 112.1 kJ/mol. For the LUMO energy, the calculation gives -2.615 eV. The calculation puts the max |F| at 1.7 eV Å⁻¹. As for the spin multiplicity: 1. Its charge is +1.

CARTESIAN COORDINATES (ANGSTROEM)
N  0.15  0.19  1.15
C  0.94  -0.94  0.53
C  2.15  -1.23  1.40
C  1.22  -0.56  -0.92
N  0.06  0.16  -1.45
H  -0.80  0.21  0.80
H  0.54  1.08  0.81
H  0.09  0.07  2.14
H  0.24  -1.77  0.58
H  2.18  -0.74  2.37
H  3.17  -1.09  1.05
H  2.10  -2.27  1.72
H  2.12  0.06  -1.00
H  1.46  -1.39  -1.57
H  0.19  1.00  -1.97
H  -0.50  -0.45  -2.04
H  -2.80  -0.85  2.39
H  -2.97  -1.05  0.89
O  -2.31  -0.84  1.56
H  -1.79  -0.64  -4.63
H  -0.47  -1.17  -4.40
O  -0.94  -0.35  -4.27
H  -0.96  3.45  1.36
H  -0.13  3.80  2.60
O  -0.41  3.06  2.05

Atomic partial charges in e from the Mulliken method, atoms 1 to 8: N -0.311; C 0.384; C -1.370; C -0.884; N -0.474; H 0.422; H 0.339; H 0.315

=====

Record 9
4 unconnected molecules or ions with the total composition C3H17N2O3 in a non-equilibrium geometry, computed with the ωB97M-V functional and the def2-TZVPD basis.

The calculation puts the highest occupied orbital energy at -0.5142 Eh. The calculation puts the relative energy (zero: lowest compared OMol25 entry of this formula, charge and spin) at 129.4 kJ/mol. For the LUMO energy, the calculation gives -2.780 eV. The calculation puts the max |F| at 1.4 eV Å⁻¹. As for the spin multiplicity: 1. Its charge is +1.

CARTESIAN COORDINATES (ANGSTROEM)
C  1.27  0.28  -1.12
N  0.99  1.70  -1.38
C  1.43  0.10  0.37
N  0.40  0.92  1.13
C  0.64  0.79  2.60
H  0.53  -0.35  -1.61
H  2.19  -0.04  -1.61
H  0.85  1.82  -2.39
H  1.85  2.22  -1.23
H  1.33  -0.90  0.78
H  2.42  0.44  0.68
H  -0.52  0.54  0.94
H  0.45  1.90  0.83
H  1.54  1.34  2.84
H  -0.21  1.16  3.17
H  0.84  -0.25  2.85
H  -1.77  0.30  -2.06
H  -1.87  -0.95  -2.90
O  -1.98  -0.64  -1.99
H  -1.17  -2.34  -0.57
H  -0.62  -3.76  -0.37
O  -0.49  -2.95  -0.88
H  -3.32  -0.49  1.10
H  -2.27  -0.73  0.06
O  -2.51  -0.09  0.75

Atomic partial charges in e from the Mulliken method, atoms 1 to 8: C -0.486; N -0.644; C -0.756; N 0.049; C -0.833; H 0.340; H 0.390; H 0.270

=====

Record 10
5 unconnected molecules or ions with the total composition C3H17NO4 in a non-equilibrium geometry, computed with the ωB97M-V functional and the def2-TZVPD basis.

The calculation puts the highest occupied orbital energy at -0.3233 Eh. The calculation puts the relative energy (zero: lowest compared OMol25 entry of this formula, charge and spin) at 163.3 kJ/mol. For the LUMO energy, the calculation gives 0.250 eV. The calculation puts the max |F| at 3.2 eV Å⁻¹. As for the spin multiplicity: 1.

CARTESIAN COORDINATES (ANGSTROEM)
C  2.23  -0.88  0.82
N  1.35  0.02  0.05
C  0.39  -0.73  -0.78
C  0.53  1.07  0.72
H  2.52  -0.45  1.79
H  3.14  -1.02  0.12
H  1.85  -1.94  1.00
H  -0.29  -0.05  -1.26
H  0.91  -1.21  -1.71
H  -0.08  -1.57  -0.15
H  0.29  1.84  0.00
H  1.07  1.60  1.46
H  -0.38  0.58  1.31
H  -0.83  -1.44  2.80
H  -1.77  -1.60  1.63
O  -1.43  -0.99  2.29
H  -2.37  0.48  1.16
H  -2.14  0.94  -0.26
O  -2.82  0.63  0.33
H  3.13  1.66  -2.53
H  2.83  1.76  -1.01
O  3.48  2.05  -1.66
H  -3.01  -0.58  -0.92
H  -3.18  -1.87  -1.63
O  -2.98  -0.94  -1.80

Atomic partial charges in e from the Mulliken method, atoms 1 to 8: C -0.935; N 0.181; C -0.777; C -0.807; H 0.358; H 0.273; H 0.248; H 0.331

=====

Q: Look up the max |F| of the sixth one.
A: 7.2 eV Å⁻¹